No. 1
Computed, not measured: a single C4H9N3O molecule in a non-equilibrium geometry, with ωB97M-V/def2-TZVPD.

Summary:
M = 115.14 g mol⁻¹
Kohn-Sham gap = 9.0 eV
LUMO energy = 0.8 eV
E_HOMO = -8.24 eV

```
! RIJCOSX wB97M-V def2-TZVPD def2/J DEFGRID3
* xyz 0 1
H -2.574 2.576 -0.152
N -2.165 1.639 -0.132
C -0.883 1.707 -0.026
N 0.081 0.702 0.039
C 1.447 1.224 0.155
C -0.178 -0.687 -0.020
C 0.953 -1.719 -0.027
N -1.410 -1.135 -0.066
O -1.496 -2.530 -0.114
H -0.434 2.716 0.020
H 1.723 1.746 -0.768
H 2.220 0.490 0.367
H 1.501 1.944 0.981
H 1.958 -1.313 -0.060
H 0.869 -2.340 0.872
H 0.848 -2.359 -0.909
H -2.461 -2.663 -0.160
*
```

Results of the Löwdin charge analysis, in e, for atoms 1 through 2: number 1, H, carries 0.04; number 2, N, carries 0.08

No. 2
Computed, not measured: a single C4H9N3O molecule in a non-equilibrium geometry, with ωB97M-V/def2-TZVPD.

Summary:
M = 115.14 g mol⁻¹
Kohn-Sham gap = 9.3 eV
LUMO energy = 0.8 eV
E_HOMO = -8.53 eV

```
! RIJCOSX wB97M-V def2-TZVPD def2/J DEFGRID3
* xyz 0 1
C -0.266 0.536 1.924
C 0.335 -0.598 0.784
N -0.709 -1.248 0.303
N -1.214 -0.413 -0.822
C -0.497 0.545 -1.300
O -0.858 1.520 -1.935
C 0.804 0.389 -0.430
N 1.694 -0.216 -1.422
H -0.629 1.479 1.182
H 0.520 0.738 2.704
H -1.168 -0.083 2.607
H 1.016 -1.440 0.992
H -1.596 -1.279 0.836
H -2.263 -0.665 -1.344
H 1.401 1.293 -0.278
H 1.240 -0.995 -1.660
H 2.190 0.438 -2.142
*
```

Results of the Löwdin charge analysis, in e, for atoms 1 through 2: number 1, C, carries -0.04; number 2, C, carries -0.34

No. 3
Computed, not measured: a single C4H9N3O molecule in a non-equilibrium geometry, with ωB97M-V/def2-TZVPD.

Summary:
M = 115.14 g mol⁻¹
Kohn-Sham gap (spin up / spin down) = 8.6 / 8.6 eV
LUMO energy (spin up / spin down) = 0.6 / 0.6 eV
E_HOMO (spin up / spin down) = -7.96 / -7.96 eV

```
! RIJCOSX wB97M-V def2-TZVPD def2/J DEFGRID3
* xyz 0 1
C 0.443 -1.680 0.255
C -0.392 -0.462 0.017
C -1.866 -0.698 -0.164
C 0.104 0.793 0.074
N -0.671 1.960 0.067
N 1.462 1.073 0.173
N 2.390 0.234 -0.347
O 3.552 0.540 -0.141
H 0.778 -2.108 -0.690
H -0.138 -2.436 0.780
H 1.335 -1.446 0.831
H -2.297 -0.025 -0.906
H -2.408 -0.561 0.774
H -2.037 -1.718 -0.499
H -0.320 2.694 -0.533
H -1.655 1.798 -0.074
H 1.720 2.044 0.384
*
```

Results of the Löwdin charge analysis, in e, for atoms 1 through 2: number 1, C, carries -0.08; number 2, C, carries -0.29

No. 4
Computed, not measured: a molecular structure, C4H9N3O, with ωB97M-V/def2-TZVPD.

Summary:
M = 115.14 g mol⁻¹
Kohn-Sham gap = 7.8 eV
LUMO energy = 0.5 eV
E_HOMO = -7.35 eV

```
! RIJCOSX wB97M-V def2-TZVPD def2/J DEFGRID3
* xyz 0 1
C -0.049 -0.723 1.513
C -0.470 1.402 0.366
C 1.916 -0.022 -0.644
N -0.494 -0.072 0.305
C 0.673 -0.829 -0.363
N -1.947 -0.436 -0.183
N -1.957 -0.464 -1.400
O 0.435 -1.908 -0.858
H -2.890 -0.797 -1.687
H -0.118 -0.109 2.406
H -0.390 -1.746 1.577
H -0.567 1.807 -0.638
H 0.458 1.728 0.826
H -1.306 1.719 0.990
H 2.738 -0.732 -0.705
H 2.151 0.718 0.114
H 1.816 0.464 -1.619
*
```

Results of the Löwdin charge analysis, in e, for atoms 1 through 2: number 1, C, carries -0.04; number 2, C, carries -0.03

No. 5
Computed, not measured: 2 unconnected molecules or ions with the total composition C4H9N3O in a non-equilibrium geometry, with ωB97M-V/def2-TZVPD.

Summary:
M = 115.14 g mol⁻¹
Kohn-Sham gap (spin up / spin down) = 7.0 / 8.4 eV
LUMO energy (spin up / spin down) = 0.8 / -1.8 eV
E_HOMO (spin up / spin down) = -6.10 / -10.17 eV

```
! RIJCOSX wB97M-V def2-TZVPD def2/J DEFGRID3
* xyz 0 3
C -0.812 1.319 0.420
C -1.072 0.229 1.479
C 0.050 0.515 -0.519
C -0.834 -1.043 0.738
N 3.530 -0.789 -1.868
N -0.085 -0.970 -0.282
N 2.505 -1.194 -1.307
O 1.665 -2.104 -1.863
H -1.763 1.661 -0.056
H -0.337 2.320 0.621
H -0.271 0.183 2.258
H -2.050 0.310 2.115
H -0.270 0.736 -1.540
H 1.152 0.847 -0.513
H -1.096 -2.032 1.248
H 0.858 -2.070 -1.452
H 3.585 -1.273 -2.806
*
```

Results of the Löwdin charge analysis, in e, for atoms 1 through 2: number 1, C, carries -0.19; number 2, C, carries -0.18

No. 6
Computed, not measured: a molecular structure, C4H9N3O2 in a non-equilibrium geometry, with ωB97M-V/def2-TZVPD.

Summary:
M = 131.14 g mol⁻¹
Kohn-Sham gap = 8.6 eV
LUMO energy = 0.1 eV
E_HOMO = -8.55 eV

```
! RIJCOSX wB97M-V def2-TZVPD def2/J DEFGRID3
* xyz 0 1
C 1.338 0.238 1.725
N 1.421 0.823 -1.236
C 0.611 -0.518 0.654
N 0.422 0.066 -0.584
H 1.259 1.800 -0.978
H 1.276 0.770 -2.244
H 0.872 -1.571 0.566
H 0.952 1.255 1.816
H 2.404 0.319 1.486
H 1.278 -0.293 2.678
C -0.983 0.395 -0.846
N -1.386 -0.116 -2.068
C -1.203 -1.002 1.068
O -1.493 1.380 -0.320
O -1.591 -2.124 0.813
H -1.149 -1.095 -2.183
H -2.365 0.083 -2.239
H -1.663 -0.410 1.893
*
```

Results of the Löwdin charge analysis, in e, for atoms 1 through 2: number 1, C, carries -0.06; number 2, N, carries 0.09

Please write out number 4 again, unchanged.
Computed, not measured: a molecular structure, C4H9N3O, with ωB97M-V/def2-TZVPD.

Summary:
M = 115.14 g mol⁻¹
Kohn-Sham gap = 7.8 eV
LUMO energy = 0.5 eV
E_HOMO = -7.35 eV

```
! RIJCOSX wB97M-V def2-TZVPD def2/J DEFGRID3
* xyz 0 1
C -0.049 -0.723 1.513
C -0.470 1.402 0.366
C 1.916 -0.022 -0.644
N -0.494 -0.072 0.305
C 0.673 -0.829 -0.363
N -1.947 -0.436 -0.183
N -1.957 -0.464 -1.400
O 0.435 -1.908 -0.858
H -2.890 -0.797 -1.687
H -0.118 -0.109 2.406
H -0.390 -1.746 1.577
H -0.567 1.807 -0.638
H 0.458 1.728 0.826
H -1.306 1.719 0.990
H 2.738 -0.732 -0.705
H 2.151 0.718 0.114
H 1.816 0.464 -1.619
*
```

Results of the Löwdin charge analysis, in e, for atoms 1 through 2: number 1, C, carries -0.04; number 2, C, carries -0.03

Repeat the fourth record exactly.
Computed, not measured: a molecular structure, C4H9N3O, with ωB97M-V/def2-TZVPD.

Summary:
M = 115.14 g mol⁻¹
Kohn-Sham gap = 7.8 eV
LUMO energy = 0.5 eV
E_HOMO = -7.35 eV

```
! RIJCOSX wB97M-V def2-TZVPD def2/J DEFGRID3
* xyz 0 1
C -0.049 -0.723 1.513
C -0.470 1.402 0.366
C 1.916 -0.022 -0.644
N -0.494 -0.072 0.305
C 0.673 -0.829 -0.363
N -1.947 -0.436 -0.183
N -1.957 -0.464 -1.400
O 0.435 -1.908 -0.858
H -2.890 -0.797 -1.687
H -0.118 -0.109 2.406
H -0.390 -1.746 1.577
H -0.567 1.807 -0.638
H 0.458 1.728 0.826
H -1.306 1.719 0.990
H 2.738 -0.732 -0.705
H 2.151 0.718 0.114
H 1.816 0.464 -1.619
*
```

Results of the Löwdin charge analysis, in e, for atoms 1 through 2: number 1, C, carries -0.04; number 2, C, carries -0.03

Copy entry 3 word for word.
Computed, not measured: a single C4H9N3O molecule in a non-equilibrium geometry, with ωB97M-V/def2-TZVPD.

Summary:
M = 115.14 g mol⁻¹
Kohn-Sham gap (spin up / spin down) = 8.6 / 8.6 eV
LUMO energy (spin up / spin down) = 0.6 / 0.6 eV
E_HOMO (spin up / spin down) = -7.96 / -7.96 eV

```
! RIJCOSX wB97M-V def2-TZVPD def2/J DEFGRID3
* xyz 0 1
C 0.443 -1.680 0.255
C -0.392 -0.462 0.017
C -1.866 -0.698 -0.164
C 0.104 0.793 0.074
N -0.671 1.960 0.067
N 1.462 1.073 0.173
N 2.390 0.234 -0.347
O 3.552 0.540 -0.141
H 0.778 -2.108 -0.690
H -0.138 -2.436 0.780
H 1.335 -1.446 0.831
H -2.297 -0.025 -0.906
H -2.408 -0.561 0.774
H -2.037 -1.718 -0.499
H -0.320 2.694 -0.533
H -1.655 1.798 -0.074
H 1.720 2.044 0.384
*
```

Results of the Löwdin charge analysis, in e, for atoms 1 through 2: number 1, C, carries -0.08; number 2, C, carries -0.29